Entry w
Entry from OMol25: a 2-piece molecular cluster, C4H12N2 overall (ωB97M-V/def2-TZVPD).

Geometry (Å):
C  -0.611  -0.257  0.142
C  -0.408  -0.604  -1.276
C  0.924  0.198  -1.275
C  1.804  0.245  -0.138
N  2.358  1.654  0.021
N  -2.842  -1.163  1.352
H  -0.646  0.849  0.427
H  -0.530  -1.037  0.838
H  -1.317  -0.618  -1.871
H  -0.047  -1.611  -1.595
H  1.111  0.860  -2.138
H  1.770  -0.473  0.676
H  2.870  1.828  -0.836
H  3.021  1.646  0.815
H  1.706  2.429  0.110
H  -2.898  -2.172  1.233
H  -3.848  -1.007  1.360
H  -2.416  -0.765  2.154

Gap between HOMO and LUMO: 8.119 eV
Total charge: +2


Entry x
Entry from OMol25: a 2-piece molecular cluster, C4H12N2 overall (ωB97M-V/def2-TZVPD).

Geometry (Å):
C  0.802  -0.683  0.376
C  0.247  -0.505  -0.968
C  -1.193  -0.508  -0.527
C  -1.453  0.638  0.442
N  -2.872  0.511  0.915
N  3.197  0.475  -0.435
H  0.388  -1.766  0.729
H  1.364  -0.178  1.201
H  0.576  -1.483  -1.511
H  0.496  0.194  -1.748
H  -2.097  -1.111  -0.852
H  -0.860  1.547  0.620
H  -2.992  -0.539  1.093
H  -3.537  0.646  0.116
H  -3.191  1.082  1.734
H  3.748  -0.315  -0.190
H  3.456  1.320  0.241
H  3.919  0.674  -1.233

Gap between HOMO and LUMO: 7.646 eV
Total charge: +2


Entry y
Entry from OMol25: an isolated ion of composition C4H12N2 and charge +2 (ωB97M-V/def2-TZVPD).

Geometry (Å):
C  1.693  -0.280  -0.217
C  0.374  0.296  0.261
C  -0.963  -0.374  -0.388
C  -3.295  -0.091  -0.054
N  -1.992  0.309  0.310
N  2.919  0.334  0.441
H  1.794  -1.349  0.001
H  1.812  -0.152  -1.297
H  0.151  0.237  1.325
H  0.256  1.319  -0.101
H  -0.913  -0.108  -1.457
H  -0.944  -1.469  -0.267
H  -3.558  -0.855  -0.782
H  -3.227  1.013  -0.378
H  -3.899  -0.199  0.855
H  3.708  -0.244  0.134
H  2.962  0.319  1.466
H  3.122  1.294  0.147

Gap between HOMO and LUMO: 9.202 eV
Total charge: +2


Entry z
Entry from OMol25: an isolated ion of composition C4H12N2 and charge +2 (ωB97M-V/def2-TZVPD).

Geometry (Å):
N  -0.930  -0.553  -2.848
C  -0.953  0.056  -1.457
C  -0.660  -0.604  -0.356
C  -0.407  0.117  0.967
C  1.089  0.492  1.002
N  1.530  0.439  2.508
H  -1.791  -0.284  -3.326
H  -0.188  -0.083  -3.365
H  -0.852  -1.564  -2.781
H  -1.094  1.122  -1.586
H  -0.559  -1.682  -0.249
H  -0.872  -0.332  1.842
H  -0.979  1.053  0.933
H  1.748  -0.220  0.524
H  1.253  1.525  0.733
H  0.808  0.719  3.184
H  1.506  -0.551  2.801
H  2.464  0.773  2.756

Gap between HOMO and LUMO: 12.343 eV
Total charge: +2
Structure (SMILES): [NH3+]/C=C/CC[NH3+]


The relative energies come out as entry w 472.2; entry x 528.1; entry y 359.1; entry z 0.0, with values in kJ/mol.


Entry w
Entry from OMol25: a 2-piece molecular cluster, C3H11NO2 overall (ωB97M-V/def2-TZVPD).

Geometry (Å):
C  0.277  0.938  -2.302
N  -0.173  -0.293  -1.618
C  -0.419  -0.004  -0.213
C  0.582  -0.708  0.812
O  1.843  -0.884  0.192
H  1.114  1.543  -1.724
H  -0.407  1.843  -2.247
H  0.855  0.731  -3.257
H  -0.808  -0.944  -1.906
H  -0.487  1.019  0.025
H  -1.311  -0.494  0.031
H  0.955  0.190  1.431
H  0.410  -1.651  1.168
H  1.771  -1.096  -0.770
O  -1.766  0.670  2.831
H  -1.879  -0.059  2.259
H  -2.265  1.322  2.352

Gap between HOMO and LUMO: 9.701 eV
Structure (SMILES): CNCCO.O


Entry x
Entry from OMol25: a 3-piece molecular cluster, C3H11NO2 overall (ωB97M-V/def2-TZVPD).

Geometry (Å):
C  -1.337  -0.702  -2.093
C  -0.418  -0.143  -1.300
N  0.337  -0.834  -0.307
C  1.705  -0.336  -0.175
H  -1.134  -1.649  -2.578
H  -2.285  -0.227  -2.374
H  -0.104  0.876  -1.406
H  0.398  -1.852  -0.527
H  1.587  0.835  -0.185
H  2.103  -0.529  0.873
H  2.370  -0.591  -1.091
O  0.335  2.430  1.545
H  0.066  2.959  2.263
H  0.029  1.530  1.506
O  -1.243  -0.227  1.877
H  -0.993  -0.922  1.203
H  -1.413  -0.617  2.768

Gap between HOMO and LUMO: 9.135 eV
Structure (SMILES): C=CNC.O.O


The relative energies come out as entry w 47.6; entry x 0.0, with values in kJ/mol.


Entry w
Entry from OMol25: a 2-piece molecular cluster, C3H11NO2 overall (ωB97M-V/def2-TZVPD).

Geometry (Å):
C  -1.035  0.440  1.135
C  0.295  0.321  0.250
O  -0.128  0.304  -1.105
C  0.735  -1.100  0.731
N  2.197  -1.213  0.482
H  -1.436  1.401  1.357
H  -1.868  -0.072  0.572
H  -0.819  0.019  2.102
H  1.048  1.132  0.259
H  0.454  0.905  -1.785
H  0.698  -1.061  1.810
H  0.175  -1.856  0.259
H  2.557  -1.267  -0.451
H  2.854  -1.686  1.129
O  -2.040  1.440  -2.473
H  -2.220  0.529  -2.406
H  -1.468  1.763  -1.865

Gap between HOMO and LUMO: 9.498 eV
Structure (SMILES): C[C@H](O)CN.O


Entry x
Entry from OMol25: a 3-piece molecular cluster, C3H11NO2 overall (ωB97M-V/def2-TZVPD).

Geometry (Å):
C  0.281  -1.358  0.213
C  0.063  0.061  0.744
C  0.301  1.196  -0.298
N  -1.337  0.150  1.094
H  -0.451  -1.431  -0.601
H  1.234  -1.450  -0.356
H  0.082  -2.111  0.977
H  0.046  0.831  -1.290
H  1.357  1.475  -0.208
H  -1.521  1.043  1.547
H  -0.355  2.024  0.011
H  -1.916  0.002  0.200
H  3.718  -0.369  -0.147
O  2.763  -0.160  -0.216
H  -2.809  0.277  -1.847
H  0.650  0.111  1.674
O  -2.107  -0.292  -1.499

Gap between HOMO and LUMO: 3.633 eV


Entry y
Entry from OMol25: a 2-piece molecular cluster, C3H11NO2 overall (ωB97M-V/def2-TZVPD).

Geometry (Å):
C  -0.600  -1.810  -0.780
C  -0.367  -0.639  0.156
N  -0.482  -0.896  1.586
C  0.943  0.115  -0.186
O  0.856  1.429  0.356
H  -1.489  -2.452  -0.574
H  0.264  -2.497  -0.826
H  -0.686  -1.514  -1.822
H  -1.084  0.166  -0.084
H  -1.382  -1.304  1.803
H  0.200  -1.603  1.860
H  1.073  0.216  -1.250
H  1.782  -0.444  0.264
H  1.087  1.347  1.281
O  -0.243  3.417  -0.917
H  0.693  3.526  -0.728
H  -0.564  2.943  -0.139

Gap between HOMO and LUMO: 10.696 eV
Structure (SMILES): C[C@@H](N)CO.O


Entry z
Entry from OMol25: a 3-piece molecular cluster, C3H11NO2 overall (ωB97M-V/def2-TZVPD).

Geometry (Å):
C  0.162  1.366  1.146
C  1.030  0.726  0.370
C  2.023  -0.187  1.073
N  0.735  0.372  -0.982
H  -0.585  2.029  0.729
H  0.367  1.496  2.208
H  2.999  -0.081  0.568
H  1.818  -1.247  1.056
H  2.234  0.248  2.055
H  -0.018  -0.287  -1.118
H  0.913  1.033  -1.714
O  -1.076  -1.805  -1.669
H  -1.944  -2.100  -1.968
H  -0.557  -1.795  -2.482
O  -3.003  -0.103  0.066
H  -2.902  0.103  1.002
H  -2.195  0.233  -0.339

Gap between HOMO and LUMO: 9.688 eV
Structure (SMILES): C=C(C)N.O.O


The relative energies come out as entry w 138.9; entry x 809.5; entry y 0.0; entry z 73.9, with values in kJ/mol.